C59H156N14O27 | ωB97M-V/def2-TZVPD

Calculated values
ΔE to the lowest compared entry with this formula, charge and spin   0.00 kJ/mol
Largest force on an atom   4.374 eV/Å
Total charge   0
Frontier orbital gap   8.48 eV

The geometry in XYZ format:
```
256
Properties=species:S:1:pos:R:3:forces:R:3:lowdin_charge:R:1
C -26.59505 -10.73951 13.17641 -0.52 1.57 -0.20 -0.134
O -25.31074 -11.02654 12.71348 0.48 -0.58 0.35 -0.197
C -25.26925 -12.16050 11.82641 -0.87 0.32 0.28 -0.229
C -23.82686 -12.38221 11.54990 1.61 -0.87 -2.27 -0.220
N -23.00555 -12.73483 12.73376 -1.43 -0.74 -1.92 -0.034
C -21.75192 -13.33804 12.32867 0.47 1.03 0.55 -0.206
C -20.88409 -13.57991 13.56303 -0.76 0.83 -1.12 -0.206
O -20.65388 -12.31128 14.19748 0.86 -1.04 -0.76 -0.203
C -19.36507 -11.87037 13.82223 1.38 1.36 1.22 -0.143
H -27.15188 -10.26627 12.38551 -0.52 0.13 -0.82 0.072
H -26.68287 -9.95404 13.97057 0.91 -1.03 -0.22 0.105
H -27.13245 -11.61826 13.43120 -0.47 -0.94 0.69 0.067
H -25.86022 -11.91983 10.91432 0.49 -0.08 0.23 0.129
H -25.73434 -13.06954 12.24511 0.07 0.36 0.39 0.122
H -23.50311 -11.48466 10.95303 0.28 -0.23 0.91 0.126
H -23.62673 -13.19134 10.73792 -0.84 0.88 1.53 0.143
H -22.86009 -11.91307 13.26655 0.37 0.77 0.63 0.084
H -21.10783 -12.58991 11.75151 -0.76 -0.92 0.00 0.133
H -21.91726 -14.26254 11.74308 0.10 0.46 0.28 0.119
H -19.99613 -13.93196 13.07452 0.99 -0.54 0.56 0.084
H -21.26385 -14.25983 14.30128 -0.27 -0.38 0.15 0.097
H -18.51628 -12.60734 14.09057 -1.47 0.74 -0.67 0.105
H -19.18908 -11.01426 14.52467 0.10 -0.39 -0.85 0.091
H -19.28107 -11.47573 12.75583 -0.18 -0.74 1.15 0.099
C -26.10787 -16.10380 16.16999 -1.11 1.89 -0.14 -0.097
O -25.34806 -14.95340 16.54494 0.54 -0.48 -0.17 -0.250
C -25.40517 -13.89810 15.57510 2.03 -0.30 -0.18 -0.211
C -24.71421 -12.65901 16.14771 1.14 -0.69 0.32 -0.205
N -25.56209 -11.91177 17.06691 0.12 0.71 -0.41 -0.061
C -25.73735 -12.52656 18.39669 1.18 -0.17 -0.33 -0.190
C -26.27235 -11.51494 19.41221 -0.59 -0.05 -1.15 -0.207
O -25.52068 -10.29598 19.36320 -0.06 -1.02 0.25 -0.204
C -26.02363 -9.17129 20.07470 -0.33 -0.58 -1.23 -0.099
H -27.12903 -15.68648 16.10450 -0.08 -0.77 -0.40 0.095
H -26.12043 -16.83887 16.94474 0.39 -0.33 0.74 0.070
H -25.82209 -16.58310 15.23616 0.22 0.18 -0.27 0.083
H -26.41472 -13.71855 15.31050 -1.24 0.39 -0.28 0.100
H -24.83237 -14.16786 14.65886 -0.36 -0.17 0.36 0.118
H -24.28481 -11.99377 15.33046 -0.98 -0.78 0.87 0.123
H -23.78621 -13.08109 16.68654 -0.89 0.47 -0.54 0.129
H -25.12213 -10.98464 17.12564 -0.58 -0.52 0.59 0.107
H -24.75146 -12.84696 18.75863 -0.01 -0.22 0.02 0.088
H -26.34282 -13.48534 18.30629 0.42 1.44 0.30 0.137
H -26.32115 -11.98318 20.38831 0.31 0.09 0.49 0.116
H -27.29243 -11.35433 19.08637 -0.58 0.61 0.12 0.112
H -26.21190 -9.35825 21.12524 0.48 -0.02 0.40 0.081
H -26.97886 -8.83550 19.65931 -0.11 -0.06 -0.16 0.083
H -25.28378 -8.42017 19.82710 0.03 0.38 0.68 0.086
C -24.37146 -20.79391 17.55072 0.62 0.20 -1.20 -0.088
O -24.13048 -21.20306 16.17247 0.21 1.49 1.23 -0.209
C -24.39746 -20.10651 15.27299 -1.29 -2.28 -1.08 -0.203
C -24.03494 -20.64545 13.85954 3.05 2.03 0.41 -0.198
N -24.15197 -19.49717 12.90326 0.61 -0.52 -0.72 -0.058
C -24.56655 -19.93063 11.52640 1.50 -0.40 0.16 -0.174
C -23.46748 -20.81000 10.82521 -1.10 -0.26 0.63 -0.193
O -24.07440 -21.37253 9.62704 0.80 0.50 0.75 -0.181
C -23.34541 -22.44601 9.07800 0.36 -0.72 0.09 -0.115
H -23.94489 -21.54127 18.23175 -0.17 0.22 -0.31 0.087
H -25.42738 -20.65870 17.70108 -0.75 -0.32 0.23 0.068
H -23.95840 -19.78629 17.74715 0.35 -0.43 -0.07 0.074
H -23.87747 -19.16644 15.50574 -0.08 -0.29 0.14 0.104
H -25.52525 -20.00499 15.22222 1.07 0.64 0.33 0.135
H -24.68523 -21.39878 13.54378 -1.19 -1.23 -0.24 0.087
H -22.95744 -21.11822 13.87718 -1.87 0.84 0.11 0.132
H -23.22944 -19.02089 12.84585 -0.98 -0.36 0.00 0.092
H -24.69212 -19.08584 10.84106 -0.34 0.16 0.52 0.108
H -25.50040 -20.50103 11.63263 0.28 0.19 -0.21 0.116
H -23.19644 -21.63972 11.50472 -0.06 0.14 -0.26 0.108
H -22.53591 -20.20991 10.68231 -0.65 -0.33 -0.48 0.124
H -23.93473 -23.37985 9.01757 -0.20 0.50 0.04 0.093
H -22.47400 -22.71535 9.68842 -0.04 0.25 -0.03 0.067
H -22.98724 -22.22872 8.06849 -0.07 0.17 -0.02 0.058
C -16.81978 -25.87323 12.40806 -0.88 0.76 1.32 -0.081
O -16.97441 -24.47158 12.26120 1.00 -0.69 -1.07 -0.192
C -18.11525 -23.91723 12.80007 -0.62 -0.41 1.08 -0.255
C -17.89131 -22.45434 12.92503 -0.38 1.29 -1.46 -0.225
N -16.75671 -22.11290 13.75352 -0.93 -0.43 -0.10 -0.020
C -16.60042 -20.67934 13.70878 0.09 0.59 0.68 -0.203
C -15.46196 -20.18935 14.57667 0.44 -0.10 0.16 -0.202
O -15.88131 -20.21960 15.93867 0.23 -0.13 0.15 -0.207
C -14.77059 -20.27829 16.80712 0.58 0.15 0.60 -0.119
H -17.09903 -26.14545 13.45770 0.45 -0.05 -0.66 0.103
H -15.79689 -26.05694 12.19296 0.91 -0.43 0.03 0.075
H -17.42891 -26.46366 11.74023 -0.45 -0.03 -0.42 0.079
H -18.22072 -24.28103 13.83062 -0.23 -0.21 0.11 0.120
H -19.03781 -24.19582 12.25963 0.26 0.28 -0.05 0.127
H -18.76591 -22.01048 13.36441 -0.61 0.27 0.08 0.100
H -17.73458 -21.96951 11.89351 -0.48 -0.64 0.91 0.130
H -16.04336 -22.65688 13.30740 1.24 0.31 0.11 0.105
H -17.46716 -20.19393 14.16710 -0.27 -0.47 0.08 0.092
H -16.64932 -20.25693 12.69340 0.70 -0.07 -0.20 0.116
H -15.13780 -19.18082 14.33490 -0.18 0.36 -0.26 0.100
H -14.55900 -20.80890 14.49652 -0.14 -0.22 -0.24 0.116
H -15.09017 -20.51590 17.83087 -0.23 -0.02 -0.39 0.080
H -14.21029 -19.31901 16.89836 -0.35 -0.34 -0.37 0.096
H -14.06002 -21.06168 16.48689 -0.21 0.20 0.07 0.087
C -27.49762 -14.87095 24.08817 1.71 0.62 0.66 -0.107
O -26.21374 -15.51235 23.96488 -0.86 -1.29 -0.94 -0.204
C -26.40924 -16.84289 23.40124 0.52 -0.45 1.06 -0.206
C -26.42153 -16.82608 21.88225 1.26 1.51 0.24 -0.196
N -25.04701 -16.52073 21.42951 -0.49 -0.72 -0.54 -0.036
C -25.02465 -16.37223 19.98381 -1.03 -1.38 0.38 -0.246
C -23.81294 -15.69373 19.54520 0.55 0.07 -0.81 -0.253
O -23.81880 -14.49148 20.25570 0.83 1.59 0.01 -0.220
C -22.61093 -13.70402 20.25093 -0.65 -1.33 0.74 -0.074
H -28.05660 -14.78336 23.15173 0.05 -0.20 0.14 0.084
H -27.18707 -13.89418 24.45193 -0.46 0.39 -0.23 0.084
H -28.05354 -15.31231 24.91124 -0.42 -0.38 -0.19 0.081
H -27.31774 -17.24092 23.88049 0.01 -0.06 -0.49 0.111
H -25.57246 -17.53756 23.74040 -0.77 1.16 -0.37 0.129
H -27.04346 -16.01335 21.47129 -0.51 -0.30 0.33 0.110
H -26.73078 -17.75745 21.43635 -0.16 -0.47 0.04 0.115
H -24.71329 -15.63417 21.78759 -0.34 0.01 0.39 0.103
H -25.88329 -15.81775 19.57167 -0.14 0.15 0.25 0.118
H -25.05875 -17.34831 19.48408 -0.05 -0.13 0.16 0.124
H -23.95236 -15.64197 18.45789 0.64 0.78 -0.10 0.115
H -22.91907 -16.27060 19.76237 0.38 -0.18 0.14 0.115
H -22.85790 -12.80656 20.83883 0.40 -0.48 0.11 0.094
H -22.36862 -13.36378 19.25797 0.26 -0.08 -0.61 0.050
H -21.78680 -14.35756 20.68027 -0.63 1.07 -0.38 0.109
C -18.84896 -25.70509 23.33318 -0.41 1.02 -0.04 -0.114
O -18.19742 -24.45743 23.43914 -0.21 0.67 -1.17 -0.187
C -17.92728 -24.01807 22.10979 0.26 1.39 -0.08 -0.238
C -17.56797 -22.53041 22.04150 1.78 0.52 1.40 -0.213
N -18.52843 -21.45722 21.79228 -1.48 0.24 -1.34 -0.096
C -19.70396 -21.24851 22.70512 1.40 -0.63 0.46 -0.157
C -20.58408 -20.06730 22.27310 1.00 -0.96 -0.25 -0.251
O -21.77531 -20.04195 23.00447 -0.20 -0.16 -0.97 -0.178
C -22.71776 -19.11867 22.43202 2.40 1.75 3.21 -0.083
H -19.19334 -25.90238 24.32019 -0.24 -0.66 0.76 0.077
H -18.12392 -26.42094 22.98706 -0.02 -0.77 -0.27 0.083
H -19.73488 -25.60833 22.66917 0.50 -0.36 0.18 0.097
H -18.80230 -24.11604 21.47031 -0.18 -0.68 -0.19 0.107
H -17.03909 -24.53146 21.71459 -0.39 -0.36 -0.09 0.125
H -16.79347 -22.35286 21.27177 -0.38 -0.47 0.06 0.115
H -16.96214 -22.39691 22.99295 -0.89 0.48 -0.70 0.136
H -18.92550 -21.61026 20.81339 0.65 0.26 1.48 0.095
H -19.29372 -21.18983 23.72989 -0.28 0.35 -0.32 0.127
H -20.28809 -22.15770 22.69258 -0.67 -0.22 0.09 0.108
H -20.68484 -20.23418 21.20190 -0.81 -0.05 -0.47 0.107
H -20.09746 -19.10733 22.31516 0.59 0.55 0.44 0.108
H -23.09459 -19.39847 21.50445 -0.55 -0.46 -1.73 0.060
H -22.24684 -18.07048 22.47850 -0.62 -1.30 -0.73 0.114
H -23.43818 -19.07735 23.21564 -1.19 0.04 0.08 0.065
C -20.36415 -19.80058 13.31036 0.90 -0.37 -1.74 -0.122
O -20.01502 -19.93627 14.63927 -0.14 -0.22 0.82 -0.244
C -19.43748 -18.77952 15.23602 0.31 0.83 -2.87 -0.194
C -19.10267 -19.19351 16.63141 1.20 1.35 0.87 -0.190
N -20.21304 -19.12923 17.59436 0.31 -0.24 0.40 -0.043
C -20.51737 -17.84490 18.27588 2.29 1.04 -1.46 -0.121
C -20.99497 -16.70174 17.32891 2.01 -0.26 2.08 -0.264
O -22.16372 -17.14328 16.85422 -2.48 -0.90 -0.83 -0.168
C -22.56238 -16.52716 15.68988 -0.78 -0.32 -2.54 -0.101
H -19.42472 -19.66812 12.68019 -0.91 -0.22 0.46 0.102
H -20.96040 -18.90711 13.10675 -0.29 0.00 0.12 0.076
H -20.87754 -20.73827 12.99029 0.30 0.82 0.15 0.097
H -20.16573 -17.91944 15.05741 0.85 -0.94 0.81 0.122
H -18.51688 -18.45151 14.58231 -1.27 -0.61 1.39 0.143
H -18.35038 -18.45422 16.97117 -0.32 -0.30 -0.01 0.095
H -18.54458 -20.18481 16.60157 -0.96 0.95 0.14 0.132
H -21.04218 -19.46198 17.15027 -0.78 -0.23 -0.39 0.096
H -19.54787 -17.48525 18.72892 -1.11 -0.49 0.13 0.127
H -21.32146 -18.03182 18.95619 -0.20 -0.08 0.81 0.096
H -20.29614 -16.52488 16.54172 0.89 0.04 -0.62 0.088
H -21.09461 -15.72724 17.83927 -0.02 -0.17 0.31 0.124
H -22.20829 -15.52060 15.51922 -0.34 0.80 0.96 0.069
H -23.65289 -16.62209 15.58893 0.45 0.37 0.12 0.075
H -22.13790 -16.95717 14.74350 -0.08 -0.61 0.69 0.096
C -19.57505 -22.79007 9.60616 1.50 1.83 -2.09 -0.122
O -19.97540 -21.48008 9.93807 1.01 1.19 -0.85 -0.203
C -19.11701 -20.52502 9.20543 0.23 -0.32 1.72 -0.175
C -19.19641 -20.52672 7.69093 -0.43 -0.17 0.34 -0.211
N -20.55480 -20.47462 7.17592 -0.37 1.14 -1.09 -0.055
C -20.64053 -20.36258 5.69113 1.22 -0.70 1.09 -0.185
C -22.04421 -20.44018 5.24282 -1.61 -0.10 -0.94 -0.221
O -22.56756 -21.71280 5.61708 1.15 0.76 0.46 -0.215
C -23.90432 -21.88780 5.29468 -0.83 -0.06 0.13 -0.128
H -20.12467 -23.49887 10.12872 -0.90 -1.20 1.02 0.064
H -18.48505 -22.87944 9.70285 -0.04 -0.37 0.65 0.091
H -19.70075 -22.87579 8.52366 -0.44 -0.74 -0.10 0.080
H -18.02712 -20.67609 9.55186 -1.43 0.08 -0.61 0.142
H -19.42782 -19.55395 9.54922 -0.26 0.36 0.41 0.095
H -18.69261 -21.42331 7.39108 0.63 -0.51 -0.89 0.099
H -18.65909 -19.62062 7.32764 -0.16 -0.68 0.19 0.142
H -21.22429 -21.17116 7.48042 0.46 -0.17 0.34 0.101
H -20.08511 -21.18767 5.22092 -0.07 -0.05 -0.02 0.127
H -20.14174 -19.45539 5.34868 -0.20 0.24 0.14 0.126
H -22.09757 -20.35328 4.14145 0.17 0.00 0.17 0.133
H -22.72076 -19.64651 5.62029 0.51 -0.22 0.18 0.118
H -24.14485 -22.84718 5.74603 -0.42 -0.06 -0.13 0.086
H -24.01092 -21.96589 4.19906 -0.32 0.22 0.27 0.093
H -24.58365 -21.10488 5.74475 0.67 -0.58 -0.56 0.113
C -19.20300 -13.41006 17.75182 1.77 -1.47 2.14 -0.675
O -19.09543 -13.81464 16.62186 -0.18 -0.40 -1.78 0.039
N -19.94650 -12.37362 18.09730 -1.70 1.64 -0.88 0.182
N -18.49910 -13.99265 18.79501 -1.43 1.74 0.48 0.186
H -20.03269 -12.09949 19.04859 -0.21 0.25 0.32 0.094
H -20.58197 -12.00628 17.37849 0.55 -0.20 0.73 0.133
H -17.94000 -14.77166 18.60629 1.01 -1.35 -0.52 0.043
H -18.65533 -13.72191 19.76286 0.10 -0.18 -0.62 0.104
C -19.50807 -16.60172 10.80558 -0.13 0.57 3.03 -0.641
O -20.71606 -16.67261 11.06517 0.45 -0.01 -0.92 0.010
N -18.90830 -16.65838 9.62349 -1.68 -1.20 -2.66 0.184
N -18.64111 -16.41349 11.88199 -0.70 0.58 0.65 0.163
H -17.95684 -17.01924 9.57597 -0.26 0.34 0.04 0.086
H -19.62270 -16.97355 8.89496 1.54 0.37 0.63 0.110
H -19.05112 -15.83610 12.62403 -0.14 -0.88 -0.11 0.081
H -17.80201 -15.95359 11.62987 1.15 0.08 -0.47 0.058
C -16.67317 -18.60282 20.13288 0.62 1.03 -1.16 -0.647
O -15.78699 -17.79486 19.79889 0.02 0.08 0.80 -0.023
N -17.24567 -19.31990 19.13206 -1.30 -1.20 0.43 0.194
N -17.12136 -18.76784 21.39549 -0.63 -1.31 -0.33 0.171
H -16.94855 -19.16926 18.19423 0.55 0.36 -0.24 0.054
H -18.16435 -19.76136 19.16544 0.42 0.09 0.50 0.085
H -17.55137 -19.70710 21.58344 0.18 0.89 0.33 0.078
H -16.68172 -18.21982 22.11438 0.11 -0.20 -0.06 0.105
C -16.15326 -16.56438 16.57496 -0.55 -1.41 -0.55 -0.233
C -16.62411 -15.61927 15.51899 -1.33 -0.61 0.23 -0.241
O -17.99852 -15.83238 15.24183 -0.53 0.36 0.00 -0.098
O -16.80003 -16.29363 17.80045 -1.00 1.78 -1.76 -0.068
H -15.05789 -16.48217 16.53776 -0.03 -0.34 0.75 0.130
H -16.51329 -17.57473 16.20104 0.88 0.67 0.44 0.117
H -16.13890 -15.86570 14.60107 0.84 -0.01 -0.63 0.091
H -16.42373 -14.61393 15.82641 0.08 0.91 0.04 0.118
H -18.52340 -15.22665 15.80803 0.33 -0.10 -0.13 0.026
H -16.43398 -16.70033 18.55922 1.38 -1.38 1.37 0.004
C -22.20983 -17.29484 7.23991 0.60 -0.66 1.23 -0.240
C -22.63670 -16.35704 8.31778 0.34 1.27 -0.68 -0.299
O -22.92239 -16.76981 9.61013 0.09 -0.49 -0.51 -0.049
O -20.87806 -17.72772 7.47076 0.43 -0.18 -0.17 -0.108
H -22.28177 -16.73161 6.32916 0.00 0.14 -0.81 0.114
H -22.84056 -18.15852 7.23178 -0.70 -0.60 -0.24 0.107
H -23.45139 -15.83603 7.87517 -1.35 0.50 0.01 0.104
H -21.85033 -15.59921 8.29451 0.34 0.32 0.40 0.124
H -22.04222 -16.78003 10.02272 -0.03 -0.27 0.82 0.011
H -20.86046 -18.70729 7.36356 0.04 0.11 0.35 0.028
C -20.02554 -23.02117 18.25914 2.35 0.52 -0.06 -0.184
C -19.61359 -22.99418 16.79839 0.18 1.05 0.02 -0.244
O -20.57550 -22.25883 16.05885 -0.70 -1.70 0.73 -0.047
O -19.73322 -21.74155 18.91353 -0.23 -0.85 -0.28 -0.131
H -19.42022 -23.83762 18.76411 -0.89 1.08 -0.16 0.134
H -21.06182 -23.19578 18.24302 -1.44 -0.49 0.52 0.095
H -19.58322 -23.95459 16.33420 -0.08 -1.12 0.09 0.101
H -18.58667 -22.61102 16.71957 -0.16 0.31 -0.10 0.123
H -20.27309 -21.43018 15.76401 0.84 1.75 -0.79 0.001
H -20.19874 -20.98150 18.48817 0.30 -0.51 -0.02 0.054
C -14.68456 -16.44198 10.57052 -0.55 -2.16 0.30 -0.198
C -14.31469 -16.13411 11.98843 -0.11 0.84 1.26 -0.232
O -14.38004 -17.23801 12.90026 -0.13 0.05 -0.82 -0.070
O -15.96885 -17.12527 10.52352 0.40 -0.55 0.86 -0.112
H -13.92204 -17.05433 10.08703 0.03 -0.10 -0.15 0.118
H -14.87471 -15.57981 9.99380 0.23 1.23 -0.52 0.111
H -15.09259 -15.49597 12.36231 -0.38 0.72 0.18 0.102
H -13.35630 -15.59970 12.15379 -0.42 -0.24 -0.61 0.139
H -13.49174 -17.57037 12.93600 0.54 -0.65 0.25 0.079
H -16.02661 -17.79514 11.25277 0.34 0.87 -0.78 0.097
```
Forces are in eV/Å.



C3H7N3 | ωB97M-V/def2-TZVPD

Calculated values
ΔE to the lowest compared entry with this formula, charge and spin   106.66 kJ/mol
Largest force on an atom   4.454 eV/Å
SMILES   [H]/N=C(C)\C(N)=N/[H]
Total charge   0
Frontier orbital gap   10.13 eV

The geometry in XYZ format:
```
13
Properties=species:S:1:pos:R:3:forces:R:3:lowdin_charge:R:1
C 0.88096 1.35149 0.50070 0.22 0.08 0.02 -0.055
C -0.74918 -0.63005 0.25217 2.59 -0.60 -3.58 -0.441
C 0.14795 0.44605 -0.44062 -2.57 2.08 0.85 -0.404
N 0.23552 -1.59777 0.38306 -0.55 -1.75 1.30 0.107
N -1.95552 -0.94506 0.03517 -0.26 0.25 0.82 0.120
N 0.09687 0.73423 -1.67009 0.90 -0.47 -0.14 0.144
H -0.09162 -2.54464 0.51645 -0.08 -0.05 0.17 0.097
H 1.12620 -1.43192 0.82099 -0.14 0.41 0.03 0.088
H -2.49056 -0.18000 -0.36818 0.12 0.10 0.15 0.050
H -0.38030 0.05138 -2.25559 -0.48 0.04 0.31 0.062
H 1.77209 0.85503 0.88963 0.09 0.12 0.05 0.075
H 0.25322 1.62169 1.34812 -0.08 -0.13 0.11 0.081
H 1.15437 2.26957 -0.01181 0.24 -0.08 -0.10 0.077
```
Forces are in eV/Å.



Number 1: LUMO 0.24 eV. Number 2: LUMO 0.87 eV.